{
  "formula": "C3H4O2",
  "method": "the ωB97M-V functional and the def2-TZVPD basis",
  "species": ["C", "C", "C", "O", "O", "H", "H", "H", "H"],
  "xyz": [[0.071163, -0.245124, 0.460814], [-0.950074, -1.163738, 0.087654], [0.308199, 0.719174, -0.468660], [-1.699713, -0.838683, -0.802788], [1.229203, 1.660031, -0.349217], [0.697924, -0.534256, 1.226012], [-0.998981, -2.117855, 0.722023], [-0.399754, 1.065100, -1.359693], [1.742032, 1.455350, 0.483855]],
  "atomic_forces_ev_per_a": [[-2.42, -3.80, 0.29], [1.84, -1.02, 3.71], [-1.64, 4.69, -6.00], [-2.11, -0.10, -2.27], [2.19, 0.35, 2.35], [1.50, -0.14, 1.70], [-0.33, 0.91, -0.90], [1.36, -1.55, 2.40], [-0.39, 0.65, -1.27]],
  "lowdin_charge": [-0.02, -0.35, -0.23, 0.02, 0.04, 0.10, 0.12, 0.18, 0.14],
  "total_energy_ha": -267.01065,
  "relative_energy_kj_mol": 49.9,
  "orbital_gap_ev": [6.598, 7.054],
  "lumo_energy_ev": [0.50, -2.59],
  "multiplicity": 3
}